No. 1
{
  "formula": "C30H53Br3N3ORuSi",
  "method": "ωB97M-V/def2-TZVPD",
  "symbols": ["Ru", "N", "C", "C", "C", "C", "N", "H", "H", "H", "H", "H", "H", "H", "H", "H", "H", "H", "H", "Br", "C", "C", "C", "Br", "C", "C", "C", "C", "N", "C", "C", "O", "H", "H", "H", "H", "C", "C", "C", "C", "C", "H", "H", "H", "H", "H", "H", "H", "H", "H", "H", "C", "C", "C", "C", "Si", "Br", "C", "C", "C", "C", "C", "C", "C", "C", "H", "H", "H", "H", "H", "H", "H", "H", "H", "H", "H", "H", "H", "H", "H", "H", "H", "H", "H", "H", "H", "H", "H", "H", "H", "H", "H"],
  "positions_angstrom": [[0.639, 2.805, -0.736], [0.402, 2.939, 1.813], [1.697, 3.188, 2.465], [2.431, 1.882, 2.757], [2.444, 0.904, 1.582], [3.178, 1.425, 0.341], [2.292, 1.405, -0.851], [-0.172, 3.773, 1.828], [-0.113, 2.213, 2.302], [1.587, 3.740, 3.405], [2.285, 3.809, 1.788], [1.964, 1.386, 3.615], [3.452, 2.127, 3.063], [1.413, 0.696, 1.292], [2.869, -0.047, 1.907], [4.075, 0.830, 0.147], [3.490, 2.461, 0.465], [2.029, 0.450, -1.074], [2.811, 1.768, -1.646], [4.557, 6.280, -0.188], [2.700, 6.579, -0.373], [2.217, 7.889, -0.385], [0.877, 8.142, -0.495], [0.277, 9.942, -0.496], [-0.050, 7.080, -0.595], [-1.452, 7.237, -0.680], [-2.251, 6.135, -0.743], [-1.670, 4.856, -0.741], [-0.366, 4.666, -0.688], [0.457, 5.761, -0.597], [1.865, 5.468, -0.484], [2.260, 4.249, -0.472], [2.917, 8.709, -0.299], [-1.874, 8.233, -0.686], [-3.327, 6.225, -0.798], [-2.281, 3.965, -0.795], [-2.821, 1.080, -2.518], [-1.323, 1.398, -2.511], [-0.547, 0.153, -2.962], [-1.037, 2.528, -3.509], [-0.858, 1.820, -1.112], [-3.157, 0.776, -3.513], [-3.406, 1.954, -2.219], [-3.047, 0.269, -1.820], [-0.858, -0.141, -3.968], [-0.721, -0.689, -2.289], [0.526, 0.357, -2.988], [-1.299, 2.220, -4.525], [0.022, 2.799, -3.490], [-1.610, 3.424, -3.264], [-1.635, 1.590, -0.355], [1.742, -3.864, 2.344], [0.209, -3.968, 2.333], [-0.183, -5.391, 2.766], [-0.288, -2.981, 3.403], [-0.489, -3.562, 0.591], [-0.288, -1.313, 0.406], [-2.370, -3.901, 0.400], [-3.136, -3.490, 1.666], [-2.988, -3.094, -0.753], [-2.633, -5.396, 0.150], [0.574, -4.279, -0.841], [0.855, -5.774, -0.616], [-0.140, -4.128, -2.193], [1.919, -3.548, -0.985], [2.096, -4.005, 3.370], [2.081, -2.880, 2.010], [2.223, -4.623, 1.728], [0.320, -5.629, 3.708], [0.107, -6.151, 2.039], [-1.256, -5.485, 2.940], [0.098, -3.302, 4.376], [-1.371, -2.930, 3.480], [0.082, -1.973, 3.214], [-2.972, -2.440, 1.916], [-2.876, -4.098, 2.532], [-4.208, -3.622, 1.485], [-2.897, -2.021, -0.583], [-4.055, -3.333, -0.810], [-2.551, -3.317, -1.724], [-2.245, -6.028, 0.950], [-2.203, -5.742, -0.791], [-3.713, -5.564, 0.094], [-0.059, -6.364, -0.527], [1.460, -5.955, 0.274], [1.414, -6.165, -1.472], [-1.064, -4.701, -2.251], [0.523, -4.500, -2.981], [-0.365, -3.084, -2.419], [2.547, -3.620, -0.100], [1.774, -2.492, -1.214], [2.470, -3.997, -1.818]],
  "forces_ev_per_a": [[-0.031, 0.128, 0.185], [0.075, -0.022, -0.060], [0.008, -0.016, 0.060], [-0.057, -0.016, -0.036], [0.002, 0.076, -0.047], [-0.032, -0.038, 0.031], [0.058, 0.124, -0.013], [0.006, 0.008, 0.020], [-0.031, -0.002, -0.025], [0.000, -0.002, 0.003], [-0.012, -0.002, 0.005], [-0.012, 0.003, -0.005], [0.009, -0.017, 0.006], [0.026, -0.013, 0.018], [0.034, 0.011, 0.001], [0.001, 0.004, -0.012], [-0.005, -0.010, 0.025], [-0.096, 0.000, 0.037], [0.026, -0.089, -0.016], [0.009, -0.008, 0.001], [0.012, 0.022, 0.007], [0.002, -0.010, 0.005], [0.000, -0.004, -0.002], [-0.001, 0.009, 0.000], [-0.012, -0.005, 0.005], [0.013, 0.044, 0.003], [0.008, -0.064, 0.008], [0.045, 0.063, -0.020], [-0.015, 0.003, -0.052], [-0.060, -0.024, 0.026], [0.009, -0.080, 0.019], [0.005, 0.067, -0.103], [0.004, 0.000, -0.001], [0.002, -0.001, 0.001], [-0.001, -0.004, 0.001], [-0.008, -0.008, -0.011], [0.007, -0.013, -0.013], [-0.056, 0.038, -0.006], [-0.008, -0.021, 0.014], [-0.002, -0.011, 0.022], [0.052, -0.068, -0.155], [-0.004, 0.002, 0.001], [-0.005, 0.001, 0.004], [0.001, -0.004, 0.001], [-0.006, 0.001, -0.007], [0.002, 0.022, -0.027], [-0.003, 0.008, 0.008], [-0.011, -0.004, 0.004], [0.001, -0.009, 0.001], [0.002, 0.007, -0.005], [0.070, -0.046, 0.036], [0.010, -0.021, 0.000], [-0.015, -0.003, 0.009], [-0.012, -0.002, -0.003], [0.020, -0.004, -0.007], [0.001, -0.010, -0.001], [-0.040, -0.007, 0.058], [0.017, -0.004, -0.002], [0.005, -0.003, 0.000], [0.006, -0.001, 0.004], [-0.001, -0.008, -0.002], [0.003, 0.001, 0.012], [0.000, -0.006, 0.002], [0.009, 0.004, 0.003], [0.012, -0.008, 0.009], [0.001, 0.000, 0.003], [0.001, -0.001, 0.001], [-0.016, 0.012, 0.021], [-0.003, 0.000, 0.005], [0.002, 0.009, 0.010], [-0.005, 0.002, -0.002], [0.006, 0.008, 0.002], [-0.011, -0.012, -0.003], [-0.004, 0.004, -0.004], [0.004, 0.003, 0.002], [0.004, -0.005, 0.003], [-0.001, 0.000, 0.003], [-0.003, 0.003, 0.001], [-0.001, 0.001, -0.002], [0.003, -0.001, 0.000], [0.003, 0.000, -0.006], [-0.010, 0.008, -0.003], [-0.001, -0.003, 0.006], [0.003, -0.001, 0.005], [-0.003, 0.007, -0.024], [-0.002, -0.004, -0.003], [0.013, -0.009, 0.002], [0.003, 0.009, -0.005], [-0.009, 0.002, 0.004], [-0.015, 0.008, -0.027], [-0.001, 0.002, -0.009], [0.004, -0.003, -0.001]],
  "lowdin_spin": [0.993, 0.055, 0.004, 0.000, 0.000, 0.001, 0.009, 0.001, 0.002, 0.002, 0.000, 0.000, 0.000, 0.000, 0.000, 0.000, 0.000, 0.003, 0.009, 0.000, -0.001, 0.000, -0.001, 0.000, 0.000, -0.004, 0.000, -0.004, 0.006, 0.002, 0.004, 0.016, 0.000, 0.000, 0.000, -0.002, 0.000, -0.005, -0.005, 0.023, -0.117, 0.001, 0.000, 0.000, -0.001, 0.000, 0.002, 0.001, 0.019, 0.000, -0.007, 0.000, 0.000, 0.000, 0.000, -0.001, -0.002, 0.000, 0.000, 0.000, 0.000, 0.000, 0.000, 0.000, 0.000, 0.000, 0.000, 0.000, 0.000, 0.000, 0.000, 0.000, 0.000, 0.000, 0.000, 0.000, 0.000, 0.000, 0.000, 0.000, 0.000, 0.000, 0.000, 0.000, 0.000, 0.000, 0.000, 0.000, 0.000, 0.000, 0.000, 0.000],
  "e_above_lowest_kj_mol": 6.80,
  "homo_ev": [-6.5, -6.6],
  "gap_ev": [6.8, 6.8],
  "spin_multiplicity": 2
}

No. 2
{
  "formula": "C26H31N9O3SW",
  "method": "ωB97M-V/def2-TZVPD",
  "symbols": ["W", "N", "C", "S", "N", "N", "C", "C", "C", "C", "C", "C", "C", "O", "H", "H", "H", "H", "H", "H", "H", "C", "N", "C", "C", "N", "N", "C", "N", "N", "H", "H", "H", "H", "H", "H", "H", "H", "H", "H", "H", "C", "O", "C", "C", "C", "C", "C", "C", "N", "C", "C", "C", "C", "C", "C", "C", "O", "H", "H", "H", "H", "H", "H", "H", "H", "H", "H", "H", "H", "H"],
  "positions_angstrom": [[0.986, -0.102, -0.303], [1.403, -3.601, -2.871], [1.514, -2.377, -2.352], [1.916, -2.243, -0.620], [1.317, -1.308, -3.045], [1.550, -0.140, -2.322], [2.097, 0.797, -3.071], [2.559, 2.053, -2.633], [3.175, 2.947, -3.531], [3.675, 4.141, -3.064], [3.572, 4.461, -1.706], [2.966, 3.602, -0.797], [2.472, 2.411, -1.278], [1.845, 1.525, -0.449], [1.720, -4.412, -2.363], [1.354, -3.687, -3.878], [2.224, 0.522, -4.115], [3.258, 2.682, -4.577], [4.153, 4.834, -3.743], [3.975, 5.402, -1.353], [2.888, 3.858, 0.251], [4.179, -0.990, 3.186], [3.078, -0.055, 3.492], [3.101, 0.573, 4.830], [2.144, 0.194, 2.606], [2.026, -0.503, 1.464], [1.275, 1.238, 2.859], [0.047, 1.410, 2.283], [-0.801, 2.215, 2.900], [-0.237, 0.789, 1.154], [4.998, -0.782, 3.868], [4.545, -0.832, 2.172], [3.863, -2.024, 3.332], [3.641, -0.089, 5.501], [2.093, 0.678, 5.229], [3.618, 1.533, 4.801], [2.675, -1.281, 1.471], [1.522, 1.854, 3.621], [-0.632, 2.578, 3.827], [-1.668, 2.488, 2.463], [-1.231, 0.794, 0.940], [-5.556, -0.485, 0.150], [-4.307, -1.169, -0.107], [-3.421, -1.282, 0.884], [-3.464, -0.571, 2.087], [-2.542, -0.837, 3.091], [-1.543, -1.789, 2.922], [-1.477, -2.492, 1.731], [-2.392, -2.228, 0.721], [-2.416, -3.091, -0.425], [-2.528, -2.782, -1.673], [-2.479, -1.468, -2.279], [-3.352, -1.260, -3.350], [-3.461, -0.017, -3.957], [-2.654, 1.027, -3.538], [-1.720, 0.828, -2.526], [-1.638, -0.404, -1.907], [-0.636, -0.597, -0.979], [-6.169, -0.661, -0.727], [-5.387, 0.585, 0.272], [-6.043, -0.904, 1.029], [-4.272, 0.125, 2.270], [-2.647, -0.328, 4.041], [-0.875, -2.036, 3.736], [-0.752, -3.287, 1.597], [-2.471, -4.084, -0.205], [-2.725, -3.621, -2.336], [-3.977, -2.077, -3.690], [-4.166, 0.128, -4.764], [-2.727, 1.996, -4.015], [-1.055, 1.632, -2.230]],
  "forces_ev_per_a": [[0.262, 0.375, 0.089], [-0.011, -0.027, 0.003], [0.020, 0.098, 0.065], [0.006, -0.148, -0.002], [-0.008, 0.014, -0.073], [-0.012, -0.116, -0.179], [-0.003, 0.031, 0.037], [0.003, 0.002, 0.018], [0.000, 0.000, -0.005], [0.009, 0.005, -0.025], [-0.002, 0.001, 0.013], [0.004, 0.016, 0.033], [-0.006, 0.021, -0.046], [-0.099, -0.217, 0.025], [-0.001, 0.004, 0.002], [0.003, -0.001, 0.001], [0.001, -0.005, -0.001], [-0.001, 0.003, 0.001], [-0.001, -0.007, -0.005], [-0.005, -0.003, 0.010], [0.001, 0.001, -0.002], [-0.011, -0.013, 0.003], [0.015, 0.004, 0.016], [0.003, 0.011, -0.002], [-0.034, 0.028, -0.044], [0.128, -0.065, 0.082], [0.035, 0.000, 0.048], [0.039, -0.015, -0.041], [-0.012, 0.005, 0.017], [-0.128, 0.046, 0.005], [0.003, 0.004, -0.004], [0.005, 0.003, 0.001], [-0.007, 0.000, -0.002], [0.005, -0.001, -0.005], [-0.003, -0.009, 0.000], [-0.005, 0.002, -0.004], [-0.021, 0.016, -0.031], [-0.009, -0.003, -0.004], [0.006, 0.002, -0.001], [0.003, 0.000, -0.007], [-0.010, -0.010, 0.035], [-0.010, 0.009, -0.002], [-0.026, -0.001, -0.024], [0.072, -0.059, 0.010], [-0.008, 0.012, -0.020], [-0.005, -0.005, 0.033], [0.002, -0.020, 0.014], [-0.031, -0.011, -0.020], [-0.080, 0.056, 0.044], [0.077, -0.007, 0.030], [-0.072, -0.011, -0.011], [0.098, 0.027, 0.035], [0.000, -0.001, -0.005], [-0.050, -0.040, -0.042], [0.038, 0.062, 0.022], [-0.051, -0.036, -0.032], [0.076, 0.040, -0.190], [-0.207, -0.044, 0.131], [0.002, 0.005, -0.002], [0.004, -0.003, 0.001], [0.006, -0.005, 0.005], [-0.002, -0.002, -0.004], [0.003, -0.006, -0.002], [0.004, 0.001, -0.002], [0.009, -0.002, 0.005], [-0.013, 0.001, -0.023], [-0.007, 0.008, -0.004], [0.002, -0.003, 0.006], [0.003, -0.005, 0.002], [-0.005, -0.005, 0.000], [0.006, -0.008, 0.022]],
  "mulliken_charge": [1.360, -0.387, 0.754, -0.493, -1.252, 0.699, -0.183, 0.609, -0.867, -0.808, -0.648, -0.715, 0.680, -0.227, 0.237, 0.284, 0.577, 0.478, 0.473, 0.462, 0.484, -1.254, 0.151, -1.204, 0.573, -0.457, -0.127, 0.620, -0.315, -0.331, 0.451, 0.479, 0.368, 0.435, 0.469, 0.377, 0.275, 0.360, 0.234, 0.251, -0.194, -1.042, -0.296, 0.944, -0.687, -0.990, -0.889, -0.613, 0.161, 0.172, -0.823, 0.671, -0.807, -0.970, -0.880, -0.582, 1.209, 0.152, 0.279, 0.400, 0.428, 0.603, 0.562, 0.651, 0.555, 0.364, 0.697, 0.530, 0.497, 0.509, 0.514],
  "e_above_lowest_kj_mol": 0.00,
  "homo_ev": -19.1,
  "gap_ev": 5.6,
  "charge": 4,
  "spin_multiplicity": 1
}

No. 3
{
  "formula": "C9H18NO2",
  "method": "ωB97M-V/def2-TZVPD",
  "symbols": ["C", "C", "C", "C", "C", "C", "C", "C", "C", "N", "O", "O", "H", "H", "H", "H", "H", "H", "H", "H", "H", "H", "H", "H", "H", "H", "H", "H", "H", "H"],
  "positions_angstrom": [[-0.601, 2.410, -0.786], [-0.929, 1.740, -2.152], [-1.566, 2.221, 0.254], [-0.505, 0.011, -0.633], [0.618, -2.287, 2.250], [1.305, -1.656, -0.697], [1.492, 0.320, 0.828], [-0.250, -1.464, 1.304], [0.514, -0.687, 0.210], [-0.117, 0.519, -1.957], [0.500, 2.905, -0.634], [-2.824, 1.916, -0.013], [-1.985, 1.496, -2.247], [-0.582, 2.334, -2.996], [-1.255, 2.437, 1.269], [-1.520, -0.361, -0.630], [1.350, -1.667, 2.756], [-0.017, -2.742, 3.006], [1.131, -3.092, 1.731], [1.972, -2.244, -0.076], [0.639, -2.340, -1.218], [1.923, -1.127, -1.419], [2.338, -0.200, 1.266], [1.001, 0.897, 1.606], [1.879, 1.023, 0.094], [-0.814, -0.741, 1.898], [-0.969, -2.130, 0.822], [-0.209, -0.184, -2.704], [0.871, 0.816, -1.906], [-3.389, 1.877, 0.773]],
  "forces_ev_per_a": [[-0.568, -0.032, -0.933], [-0.166, 0.942, 0.369], [0.498, -0.628, 0.328], [-0.479, -0.053, 0.864], [-0.160, 0.127, -0.130], [-0.231, 0.044, 0.276], [-0.139, -0.097, -0.067], [0.160, 0.017, -0.092], [0.275, -0.140, -0.096], [0.398, -0.326, -0.248], [0.170, 0.180, 0.098], [-0.192, 0.101, -0.235], [0.103, -0.220, -0.084], [0.064, -0.105, 0.051], [-0.084, 0.054, 0.079], [-0.132, 0.013, -0.179], [0.124, 0.015, 0.103], [0.010, -0.044, 0.082], [0.080, -0.071, -0.004], [0.131, -0.064, -0.038], [-0.046, -0.140, -0.109], [0.120, 0.048, -0.128], [0.108, -0.059, 0.049], [-0.034, 0.119, 0.099], [0.113, 0.083, -0.049], [-0.126, 0.063, -0.027], [-0.106, 0.019, -0.037], [0.101, 0.203, 0.176], [-0.201, -0.080, -0.113], [0.208, 0.030, -0.004]],
  "nbo_charge": [0.391, -0.305, 0.204, 0.074, -0.612, -0.616, -0.607, -0.381, -0.156, -0.559, -0.541, -0.630, 0.243, 0.253, 0.215, 0.209, 0.213, 0.233, 0.211, 0.249, 0.215, 0.200, 0.234, 0.219, 0.216, 0.204, 0.206, 0.444, 0.452, 0.523],
  "e_above_lowest_kj_mol": 263.97,
  "homo_ev": [-12.9, -12.5],
  "gap_ev": [8.3, 8.1],
  "charge": 1,
  "spin_multiplicity": 1
}